Record 1
75
Properties=species:S:1:pos:R:3 method="wB97M-V/def2-TZVPD" relative_energy_kj_mol=129.8 homo_lumo_gap_ev="8.90 / 6.23" multiplicity=5
C 3.7699 -1.7489 0.3810
C 3.5173 -0.3494 0.8306
H 4.7668 -1.8657 -0.0600
H 3.0136 -2.0508 -0.3556
H 3.6873 -2.4535 1.2226
C 4.4337 0.6247 0.7221
C 5.7698 0.4447 0.0852
H 4.2531 1.6119 1.1446
H 5.6978 0.1045 -0.9598
H 6.4108 -0.2684 0.6242
H 6.2942 1.4069 0.0803
Co -0.5250 -0.9833 0.5383
Cl -1.5641 -2.2885 1.9010
Cl -1.7231 -0.8138 -1.5089
H -6.3632 1.0616 -0.7335
H -7.2375 -1.6452 0.3144
C -5.7499 0.3443 -1.2968
C -6.4579 -1.8701 -0.4358
N -5.4420 -0.8302 -0.5036
H -4.8137 0.8270 -1.5920
C -4.5284 -0.6829 0.5009
O -3.9444 0.3758 0.7137
H -5.9908 -2.8304 -0.1745
H -4.3604 -1.6071 1.0901
H -6.3142 0.0240 -2.1743
H -6.9481 -1.9486 -1.4135
H 2.3320 0.1752 -1.9856
H 4.0627 2.3750 -1.4059
C 1.7473 0.9448 -2.5072
C 3.3363 2.8089 -2.1095
N 2.0091 2.2382 -1.8921
H 0.6822 0.7117 -2.4152
C 0.9766 3.0071 -1.4379
O -0.2148 2.6661 -1.4492
H 3.2931 3.8922 -1.9481
H 1.3301 3.9914 -1.0486
H 2.0595 0.9758 -3.5610
H 3.6691 2.5935 -3.1334
O 1.2012 -0.0541 0.3499
C 2.1175 -0.1161 1.3841
C 2.0301 2.3716 1.5712
C 1.9796 1.1484 2.2243
H 2.2031 2.3607 0.4857
C 1.9049 3.5638 2.2901
H 1.8956 -0.9781 2.0427
C 1.8032 1.0898 3.6055
H 1.9113 4.5179 1.7559
C 1.7713 3.5106 3.6799
C 1.7194 2.2746 4.3324
H 1.7418 0.1050 4.0675
H 1.6854 4.4311 4.2604
H 1.6004 2.2261 5.4150
Si -1.1516 -2.9732 -1.9507
Cl 0.5457 -2.6569 -0.4791
C -1.0197 -2.6944 -3.8165
C -2.7159 -3.6205 -1.1023
C -0.4244 -4.8193 -2.1207
H -0.6785 -1.6853 -4.0796
H -2.0252 -2.8090 -4.2485
H -0.3659 -3.4228 -4.3204
H 0.5465 -4.7937 -2.6324
H -1.1193 -5.4260 -2.7188
H -0.3017 -5.3045 -1.1430
H -2.6108 -3.5980 -0.0079
H -2.9090 -4.6590 -1.4053
H -3.5993 -3.0211 -1.3570
N -1.2880 1.8192 0.9896
C -1.5524 2.7330 1.9430
C -1.5794 2.0602 3.1645
C -1.3181 0.7161 2.8683
N -1.1281 0.5772 1.5263
H -1.1342 2.0301 -0.0123
H -1.7080 3.7793 1.7077
H -1.7173 2.4803 4.1467
H -1.2450 -0.1314 3.5366

Record 2
81
Properties=species:S:1:pos:R:3 method="wB97M-V/def2-TZVPD" total_charge=-1 homo_lumo_gap_ev=6.21 multiplicity=1
C -2.6987 1.5970 -3.1685
C -3.3588 0.1159 -3.0091
C -4.5252 0.1175 -1.8674
C -3.7786 0.3278 -0.4617
N -3.9548 -0.7651 0.5257
N -2.8642 -1.6321 0.6238
C -3.1744 -2.7906 -0.2697
C -2.0239 -3.0718 -1.3979
C -2.5042 -2.0187 2.0077
C -1.3478 -3.1574 1.8634
O -0.5950 -3.3844 3.0778
C 0.7040 -2.7756 2.8031
O 1.4494 -2.5289 4.0309
C 2.6004 -1.7381 3.5905
C 2.3347 -0.1543 3.6124
O 2.4353 0.3004 2.2069
C -3.7039 -2.7841 2.8106
O -3.4341 -3.4280 3.8946
O -5.0020 -2.8310 2.3716
C -2.0659 -0.7911 2.9436
Cl -1.4498 0.6882 1.9751
C -3.2210 -0.3207 3.9896
C -2.7723 1.0941 4.6671
H -1.6211 1.4065 -3.5369
H -2.5849 2.1335 -2.1640
H -3.2928 2.2487 -3.8986
H -2.4993 -0.5353 -2.5955
H -3.7208 -0.3057 -4.0045
H -5.1611 1.0503 -2.1153
H -5.1687 -0.8224 -1.9218
H -4.2314 1.2824 0.0107
H -2.6535 0.5695 -0.5750
H -4.3396 -0.4586 1.4204
H -4.1012 -2.4952 -0.8874
H -3.4699 -3.7556 0.2647
H -1.8229 -4.2087 -1.3296
H -1.0252 -2.5761 -1.1307
H -2.3496 -2.7701 -2.4449
H -1.7959 -4.1858 1.5898
H -0.6540 -2.8991 0.9754
H 1.2727 -3.4173 2.0486
H 0.4486 -1.7228 2.3910
H 3.5432 -1.9829 4.2031
H 2.8626 -2.0458 2.5077
H 3.0850 0.4526 4.2128
H 1.2376 0.0580 3.9040
H 1.6664 -0.0685 1.7195
H -1.1724 -1.0286 3.6339
H -4.2452 -0.2111 3.5136
H -3.2573 -1.0625 4.8700
H -3.3155 1.1341 5.6722
H -2.9805 1.9911 3.9998
H -1.6490 1.0149 4.9265
C 1.5061 3.4775 -7.1544
C 0.2460 3.9522 -7.8513
O -0.6644 2.8602 -8.0484
C -1.4449 2.5452 -6.9929
O -1.4069 3.1123 -5.9325
C -2.3926 1.4012 -7.3578
F -1.7753 0.4138 -8.0392
F -3.4082 1.8254 -8.1402
F -2.9562 0.8220 -6.2836
H 1.9586 2.6481 -7.7036
H 2.2321 4.2890 -7.0756
H 1.2847 3.1115 -6.1492
H 0.4970 4.3346 -8.8431
H -0.2346 4.7676 -7.3042
C 6.4200 -0.3698 1.5914
C 5.9665 0.6009 2.6634
O 7.0400 0.8782 3.5789
C 7.9198 1.8217 3.1892
O 7.8585 2.4172 2.1458
C 8.9730 2.0454 4.2715
F 9.4373 0.8903 4.7907
F 8.4812 2.7591 5.3061
F 10.0471 2.7172 3.8192
H 6.8318 -1.2757 2.0438
H 5.5861 -0.6442 0.9429
H 7.2101 0.0664 0.9753
H 5.1622 0.1499 3.2472
H 5.5717 1.5240 2.2315

Record 3
71
Properties=species:S:1:pos:R:3 method="wB97M-V/def2-TZVPD" relative_energy_kj_mol=168.8 total_charge=-2 homo_lumo_gap_ev="1.32 / 4.95" multiplicity=5
Ru -1.0245 0.0940 0.2097
Cl -0.3568 -2.1480 0.1851
C -4.2914 1.6845 0.7481
C -2.7732 0.0454 0.8835
N -3.7220 0.6228 0.0590
H -4.0834 2.2422 2.8662
N -2.9559 0.5767 2.1431
H -4.9264 2.4058 0.2744
C -3.6635 0.5371 -1.4221
C -5.0899 0.4438 -1.9184
C -2.9740 1.8002 -1.8868
H -5.6731 1.3371 -1.6796
H -5.0783 0.3325 -3.0052
H -5.6082 -0.4253 -1.5052
H -2.5080 -0.5640 -2.9000
H -3.3080 -1.5937 -1.6601
H -1.9369 1.8141 -1.5143
C -2.7939 -0.6401 -1.8334
H -3.4801 2.6918 -1.5034
H -2.9549 1.8430 -2.9824
H -1.8128 -0.6772 -1.2697
C -3.8548 1.6274 2.0177
C -1.2453 1.9092 3.2081
H -1.9132 2.6069 3.7223
H -0.2758 1.8591 3.7205
C -1.8972 0.5404 3.2410
H -0.1483 -0.5678 3.7469
C -2.6502 0.3276 4.5427
H -3.1860 -0.6299 4.5699
H -1.0790 2.2387 2.1711
H -0.2853 -0.3169 2.0190
H -3.3609 1.1431 4.7308
H -1.9147 0.3393 5.3533
C -0.8862 -0.5410 2.9376
H -1.3257 -1.5316 2.8283
C 4.0589 -1.7506 -2.1356
N 2.8800 -0.9931 -2.0948
H 5.4242 -2.1841 -0.4324
N 3.6832 -0.9884 -0.0929
H 4.4057 -2.1855 -3.0537
C 1.8378 -0.8019 -3.1526
C 2.5784 -0.5051 -4.4284
C 1.0531 -2.0996 -3.2297
H 3.2430 -1.3228 -4.7034
H 1.8766 -0.3655 -5.2471
H 3.1713 0.4059 -4.3379
H 0.1543 0.5862 -3.3275
H 1.5618 1.2517 -2.4772
H 0.5056 -2.2536 -2.2906
C 0.9756 0.3442 -2.6425
H 1.7365 -2.9424 -3.3837
H 0.3429 -2.0713 -4.0637
H 0.5239 0.0919 -1.6596
C 4.5557 -1.7453 -0.8698
C 2.8236 -1.9748 1.9235
H 3.3758 -2.8996 1.7211
H 2.6561 -1.8980 3.0092
C 3.5827 -0.7863 1.3543
H 2.4755 0.7155 2.5630
C 4.9920 -0.6795 1.8887
H 5.5281 0.1649 1.4284
H 1.8461 -2.0387 1.4277
H 1.8102 0.3617 0.9693
H 5.5650 -1.5957 1.6849
H 5.0157 -0.5276 2.9789
C 2.7480 0.4717 1.5280
H 3.2280 1.3516 1.1006
C 2.7321 -0.5242 -0.8763
O 1.6892 3.3120 -0.2161
C 0.7115 2.6510 -0.0607
N -0.3105 1.9977 0.1007

Record 4
71
Properties=species:S:1:pos:R:3 method="wB97M-V/def2-TZVPD" relative_energy_kj_mol=168.7 total_charge=-2 homo_lumo_gap_ev="1.50 / 3.33" multiplicity=3
W 1.0716 -0.2898 0.0385
Cl -0.1648 0.4479 -1.9317
C 2.5452 -4.0443 0.0868
C 1.7854 -2.0677 -0.6182
N 1.4187 -3.3121 -0.2760
H 4.6938 -3.1737 0.3282
N 3.0810 -1.8787 -0.1792
H 2.4613 -5.1316 0.1647
C -0.0471 -3.7406 -0.3208
C -0.0005 -5.2049 -0.7173
C -0.7262 -3.5386 1.0441
H 0.4983 -5.7724 0.0738
H -1.0199 -5.5903 -0.8572
H 0.5532 -5.2874 -1.6602
H -1.8142 -3.4247 -1.5453
H -0.3175 -2.8810 -2.3220
H -0.6555 -2.4983 1.4149
C -0.8407 -2.9308 -1.3602
H -0.2598 -4.1935 1.7884
H -1.8062 -3.7886 1.0011
H -1.1175 -1.8953 -1.0853
C 3.6185 -3.1155 0.1563
C 3.4574 0.0120 1.4699
H 4.0031 -0.6830 2.1298
H 3.8837 1.0397 1.6103
C 3.6682 -0.4896 0.0425
H 3.4989 1.4461 -0.8782
C 5.1310 -0.5968 -0.3328
H 5.2114 -0.9495 -1.3692
H 2.3842 0.0578 1.8203
H 2.0312 1.2892 -0.3748
H 5.6252 -1.3049 0.3478
H 5.6392 0.3735 -0.2466
C 2.9079 0.5250 -0.8216
H 2.7805 0.2652 -1.8704
C -3.6185 3.1714 -0.3957
N -3.1020 1.8880 -0.1198
H -2.4428 5.1235 -0.4238
N -1.4001 3.2957 -0.0092
H -4.6788 3.2916 -0.5406
C -3.7045 0.4990 -0.1899
C -5.1358 0.7145 0.1784
C -3.5989 -0.0895 -1.5961
H -5.6018 1.3618 -0.5776
H -5.6522 -0.2476 0.2058
H -5.1703 1.1769 1.1762
H -3.6329 -1.4033 0.8481
H -2.9702 -0.0868 1.7967
H -2.5548 -0.2095 -1.9119
C -3.0429 -0.4710 0.7747
H -4.1424 0.5383 -2.3163
H -4.0817 -1.0793 -1.6330
H -2.0381 -0.7419 0.4397
C -2.5387 4.0603 -0.3320
C 0.7801 3.5368 -1.3155
H 0.3658 4.2401 -2.0490
H 1.8568 3.7627 -1.2405
C 0.0958 3.6673 0.0435
H 1.9242 3.0475 1.0663
C 0.1125 5.1134 0.4497
H -0.4124 5.2501 1.4050
H 0.6895 2.5188 -1.7077
H 0.8146 1.6844 0.7965
H -0.3616 5.7178 -0.3387
H 1.1404 5.4620 0.5684
C 0.8525 2.7936 1.0296
H 0.4679 2.8892 2.0466
C -1.8598 2.0866 0.2418
O -0.2816 -0.1555 4.1565
C -0.2475 -0.0790 2.9599
N -0.0093 -0.0008 1.7636

Record 5
70
Properties=species:S:1:pos:R:3 method="wB97M-V/def2-TZVPD" total_charge=-1 homo_lumo_gap_ev=5.98 multiplicity=1
C 0.6158 -2.3226 0.9829
C -0.4860 -1.3657 0.5574
C -1.8428 -1.8050 1.1162
C -0.5410 -0.8862 -0.8989
P -0.7569 -2.0503 -2.3997
O -0.9618 -3.4459 -1.3817
I 1.9531 -2.5301 -2.3506
C -2.6510 -1.8177 -2.5251
C -3.5608 -2.8645 -1.9058
C -5.0244 -2.5028 -2.1248
N -5.9323 -3.5437 -1.6153
C -0.3267 -0.5847 -3.5985
C -1.3420 0.4997 -3.9712
C -1.6342 1.5172 -2.8976
F -2.0516 2.7247 -3.4736
P -0.9929 -3.3637 -4.3498
C -1.0501 -5.1249 -3.8201
O 0.4582 -3.4275 -5.1759
H 1.5916 -1.9545 0.6791
H 0.4755 -3.3349 0.6211
H 0.6118 -2.3678 2.0754
H -0.2460 -0.4547 1.1230
H -2.6600 -1.3118 0.5919
H -1.9775 -2.8779 0.9869
H -1.9119 -1.5693 2.1769
H -1.3332 -0.1379 -0.9171
H 0.3828 -0.3355 -1.0824
H -0.1030 -3.8782 -1.3335
H -2.8785 -1.8192 -3.5902
H -2.9303 -0.8483 -2.1169
H -3.3917 -3.8463 -2.3451
H -3.4153 -2.9710 -0.8347
H -5.1926 -2.2963 -3.1851
H -5.2360 -1.5813 -1.5810
H -6.7927 -3.1340 -1.2822
H -6.1829 -4.1950 -2.3461
H 0.5381 -0.0813 -3.1676
H 0.0457 -1.0089 -4.5298
H -2.2612 0.1057 -4.3992
H -0.8926 1.0921 -4.7754
H -0.7289 1.7279 -2.3300
H -2.4197 1.2142 -2.2105
H -0.8799 -5.7280 -4.7169
H -0.2813 -5.3849 -3.0955
H -2.0306 -5.3906 -3.4392
H 0.7295 -4.3409 -5.2814
C 1.2444 3.3782 3.5465
C -0.1132 3.5717 3.7582
C -1.0235 3.2471 2.7619
C -0.5768 2.7265 1.5555
C 0.7798 2.5309 1.3460
C 1.6907 2.8589 2.3394
H 1.9561 3.6298 4.3234
H -0.4621 3.9738 4.7009
H -2.0827 3.3986 2.9258
H -1.2841 2.4683 0.7779
H 1.1255 2.1204 0.4058
H 2.7495 2.7052 2.1731
C 5.5588 3.6633 3.8651
C 6.6182 3.2353 4.6524
C 7.0190 3.9894 5.7460
C 6.3581 5.1699 6.0548
C 5.2974 5.5968 5.2687
C 4.8992 4.8448 4.1726
H 5.2466 3.0748 3.0123
H 7.1301 2.3122 4.4137
H 7.8467 3.6562 6.3588
H 6.6690 5.7565 6.9098
H 4.7795 6.5159 5.5107
H 4.0722 5.1777 3.5581

Record 6
74
Properties=species:S:1:pos:R:3 method="wB97M-V/def2-TZVPD" total_charge=+1 homo_lumo_gap_ev=8.11 multiplicity=1
C -1.4122 -5.9111 1.5520
C -0.9090 -4.4685 1.3973
C -1.6352 -3.6329 2.4069
O -1.3110 -2.2102 2.2426
S -1.1817 -1.4032 3.5992
C -2.7736 -0.6021 3.9760
C -3.9256 -1.3538 3.3380
C -5.1949 -0.5478 3.4587
O -5.1264 0.6320 3.6599
N -6.4216 -1.2071 3.3828
C -6.7881 -1.8304 2.1351
C -6.0191 -2.7851 1.4786
C -6.4263 -3.3339 0.2613
C -7.6328 -2.9415 -0.3064
C -8.4266 -2.0169 0.3615
C -8.0056 -1.4628 1.5670
C -0.1255 0.0227 3.1977
S 0.1856 0.3002 1.4550
C -1.4437 0.3321 0.6393
C -1.3643 -0.3661 -0.7184
H -2.4996 -5.9176 1.5472
H -1.0238 -6.5527 0.7740
H -1.1234 -6.2977 2.5268
H 0.1673 -4.4473 1.5373
H -1.1558 -4.1489 0.3891
H -1.4444 -3.9680 3.4250
H -2.7039 -3.7394 2.2419
H -2.8356 -0.6394 5.0582
H -2.7379 0.4133 3.5986
H -4.0696 -2.3502 3.7448
H -3.7178 -1.4812 2.2762
H -7.0926 -0.4679 3.5690
H -5.0912 -3.1370 1.8999
H -5.7867 -4.0572 -0.2153
H -7.9275 -3.3689 -1.2503
H -9.3724 -1.7392 -0.0751
H -8.6594 -0.7461 2.0444
H -0.5897 0.8809 3.6779
H 0.8232 -0.1441 3.6941
H -2.1929 -0.1388 1.2659
H -1.7485 1.3686 0.5503
H -2.1962 -1.0580 -0.8027
H -1.4082 0.3349 -1.5415
H -0.4586 -0.9566 -0.8058
C 3.5516 1.8237 2.1241
C 3.3691 1.6072 0.6359
O 4.1210 2.5549 -0.1268
C 5.4340 2.3024 -0.2112
O 5.9975 1.3608 0.2790
O 6.0042 3.2784 -0.9177
C 7.4318 3.1740 -1.0163
H 3.3156 2.8549 2.3903
H 2.8990 1.1556 2.6890
H 4.5800 1.6305 2.4243
H 2.3307 1.7710 0.3599
H 3.6360 0.5909 0.3437
H 7.7251 2.1976 -1.3935
H 7.8883 3.3577 -0.0458
H 7.7443 3.9430 -1.7159
C 6.5349 3.2496 -7.3574
C 5.1365 3.8267 -7.4034
O 4.2875 3.2499 -6.3985
C 4.4628 3.7195 -5.1648
O 5.2343 4.5829 -4.8345
O 3.6249 3.0750 -4.3528
C 3.7433 3.4483 -2.9737
H 6.4993 2.1613 -7.4224
H 7.1283 3.6318 -8.1875
H 7.0363 3.5117 -6.4266
H 4.6611 3.5864 -8.3523
H 5.1470 4.9113 -7.3017
H 3.6497 4.5253 -2.8504
H 4.6798 3.1011 -2.5610
H 2.9288 2.9615 -2.4461

no.,E_tot (Ha)
1,-4398.01858
2,-2746.30367
3,-1804.32341
4,-1776.33662
5,-2185.94035
6,-2353.17656